No. 1
{
  "formula": "C2H2FN",
  "method": "wB97M-V/def2-TZVPD",
  "energy_ev": -6309.7905,
  "e_homo_ha": -0.3910,
  "relative_energy_ev": 3.204,
  "gap_ev": 10.7,
  "e_lumo_ev": 0.07,
  "charge": 0,
  "smiles": "C1=CN=1.F",
  "symbols": ["C", "C", "N", "F", "H", "H"],
  "xyz": [[-0.127, 0.527, -0.103], [-1.270, -0.236, 0.111], [-1.299, 0.984, 0.495], [2.455, -0.435, -0.345], [2.026, 0.312, -0.252], [-1.784, -1.152, 0.095]]
}

No. 2
{
  "formula": "C8H11N3O3",
  "method": "wB97M-V/def2-TZVPD",
  "energy_ev": -19081.4216,
  "e_homo_ha": [-0.3605, -0.3604],
  "relative_energy_ev": 4.708,
  "gap_ev": [8.5, 8.5],
  "e_lumo_ev": [-1.27, -1.27],
  "charge": 0,
  "symbols": ["C", "C", "C", "C", "C", "C", "C", "C", "N", "N", "N", "O", "O", "O", "H", "H", "H", "H", "H", "H", "H", "H", "H", "H", "H"],
  "xyz": [[-0.713, -1.399, -0.147], [-3.164, 0.771, 0.246], [1.743, 1.318, -0.395], [1.597, 0.153, -1.369], [0.708, 1.220, 0.723], [1.715, -1.186, -0.645], [0.820, -0.122, 1.444], [0.668, -1.294, 0.470], [-4.897, 2.274, -0.283], [-4.188, 1.421, -0.077], [-2.951, -0.502, 0.202], [-1.609, -0.769, 0.667], [-1.000, -1.923, -1.175], [-3.643, -1.436, -0.117], [2.747, 1.307, 0.037], [1.621, 2.263, -0.928], [0.626, 0.211, -1.866], [2.367, 0.216, -2.140], [0.860, 2.029, 1.439], [-0.294, 1.337, 0.304], [1.583, -2.004, -1.354], [2.704, -1.271, -0.193], [1.808, -0.197, 1.903], [0.075, -0.182, 2.239], [0.818, -2.236, 1.013]]
}

No. 3
{
  "formula": "C3H5N2O",
  "method": "wB97M-V/def2-TZVPD",
  "energy_ev": -8207.2024,
  "e_homo_ha": [-0.5348, -0.5772],
  "relative_energy_ev": 5.991,
  "gap_ev": [6.8, 9.6],
  "e_lumo_ev": [-7.75, -6.10],
  "charge": 1,
  "smiles": "C/N=C/C=[N+]=O",
  "symbols": ["C", "C", "C", "N", "N", "O", "H", "H", "H", "H", "H"],
  "xyz": [[2.245, 1.016, -0.003], [0.685, 0.936, 0.022], [-0.928, -1.046, 0.010], [2.869, -0.036, -0.001], [0.071, -0.103, 0.028], [2.873, -1.200, 0.002], [2.692, 1.994, -0.020], [0.315, 1.958, 0.031], [-0.860, -1.584, -0.939], [-0.786, -1.769, 0.819], [-1.921, -0.589, 0.106]]
}

No. 4
{
  "formula": "C12H36Be2NO15",
  "method": "wB97M-V/def2-TZVPD",
  "energy_ev": -45995.6945,
  "e_homo_ha": -0.5997,
  "relative_energy_ev": 0.000,
  "gap_ev": 3.3,
  "e_lumo_ev": -13.03,
  "charge": 3,
  "symbols": ["Be", "Be", "N", "O", "O", "O", "C", "C", "O", "O", "H", "H", "H", "H", "H", "H", "C", "C", "O", "O", "H", "H", "H", "H", "H", "H", "C", "C", "O", "O", "H", "H", "H", "H", "H", "H", "C", "C", "O", "O", "H", "H", "H", "H", "H", "H", "C", "C", "O", "O", "H", "H", "H", "H", "H", "H", "C", "C", "O", "O", "H", "H", "H", "H", "H", "H"],
  "xyz": [[1.732, -3.550, 1.013], [3.141, 1.309, -0.544], [1.024, -0.154, -0.014], [-0.080, 0.053, 0.480], [1.507, -1.358, -0.008], [1.798, 0.817, -0.489], [-3.131, -0.193, -1.692], [-2.586, -1.517, -1.185], [-1.375, -1.760, -1.991], [-3.462, -0.335, -3.052], [-2.330, 0.549, -1.622], [-4.011, 0.081, -1.108], [-3.183, -2.415, -1.337], [-2.250, -1.384, -0.156], [-1.542, -1.339, -2.851], [-3.934, 0.432, -3.391], [-2.413, 4.465, 0.500], [-1.594, 3.603, -0.467], [-0.266, 4.176, -0.529], [-2.539, 5.773, -0.086], [-1.846, 4.605, 1.424], [-3.365, 3.973, 0.670], [-2.018, 3.678, -1.468], [-1.389, 2.587, -0.145], [-0.277, 5.119, -0.738], [-1.861, 6.273, 0.378], [2.053, 3.034, 2.012], [3.299, 3.854, 1.719], [4.178, 3.125, 0.818], [1.400, 2.605, 0.833], [1.394, 3.493, 2.756], [2.348, 2.179, 2.642], [3.795, 4.001, 2.681], [3.077, 4.800, 1.218], [5.044, 3.567, 0.860], [0.737, 3.357, 0.675], [0.329, -5.808, -0.115], [-0.517, -4.779, -0.824], [-0.110, -3.559, -0.308], [1.710, -5.369, 0.119], [0.434, -6.683, -0.757], [-0.067, -6.001, 0.885], [-1.579, -5.018, -0.904], [-0.234, -4.802, -1.891], [-0.605, -2.776, -0.663], [2.320, -5.625, -0.589], [4.334, -1.497, -2.182], [4.090, -2.506, -1.061], [2.912, -3.219, -1.216], [3.427, -0.330, -2.081], [4.111, -1.938, -3.155], [5.409, -1.369, -2.053], [4.138, -1.904, -0.143], [4.910, -3.225, -0.985], [2.643, -3.226, -2.144], [2.704, -0.583, -2.676], [-2.482, -0.269, 2.900], [-3.111, 0.687, 1.906], [-4.154, 1.317, 2.642], [-3.366, -1.390, 3.111], [-2.421, 0.231, 3.885], [-1.447, -0.586, 2.728], [-3.419, 0.199, 0.973], [-2.394, 1.428, 1.535], [-4.362, 2.167, 2.242], [-4.276, -1.072, 3.015]]
}

No. 5
{
  "formula": "C28H77N7O7",
  "method": "wB97M-V/def2-TZVPD",
  "energy_ev": -55044.4045,
  "e_homo_ha": -0.3155,
  "relative_energy_ev": 0.731,
  "gap_ev": 9.0,
  "e_lumo_ev": 0.46,
  "charge": 0,
  "smiles": "COC[C@H](C)N.COC[C@H](C)N.COC[C@H](C)N.COC[C@H](C)N.COC[C@H](C)N.COC[C@H](C)N.COC[C@H](C)N",
  "symbols": ["C", "C", "C", "O", "C", "N", "H", "H", "H", "H", "H", "H", "H", "H", "H", "H", "H", "C", "C", "C", "O", "C", "N", "H", "H", "H", "H", "H", "H", "H", "H", "H", "H", "H", "C", "C", "C", "O", "C", "N", "H", "H", "H", "H", "H", "H", "H", "H", "H", "H", "H", "C", "C", "C", "O", "C", "N", "H", "H", "H", "H", "H", "H", "H", "H", "H", "H", "H", "C", "C", "C", "O", "C", "N", "H", "H", "H", "H", "H", "H", "H", "H", "H", "H", "H", "C", "C", "C", "O", "C", "N", "H", "H", "H", "H", "H", "H", "H", "H", "H", "H", "H", "C", "C", "C", "O", "C", "N", "H", "H", "H", "H", "H", "H", "H", "H", "H", "H", "H"],
  "xyz": [[-2.566, 5.916, 0.372], [-2.079, 4.467, 0.388], [-2.589, 3.655, 1.550], [-2.102, 4.200, 2.755], [-2.690, 3.592, 3.875], [-2.437, 3.764, -0.847], [-3.661, 5.945, 0.422], [-2.354, 6.340, -0.612], [-2.108, 6.468, 1.186], [-0.978, 4.558, 0.414], [-2.262, 2.615, 1.442], [-3.687, 3.699, 1.516], [-2.189, 3.901, 4.794], [-2.669, 2.504, 3.762], [-3.725, 3.928, 4.038], [-2.011, 4.185, -1.663], [-2.074, 2.810, -0.791], [-2.706, -1.030, 3.710], [-2.764, -0.549, 2.277], [-2.695, -1.715, 1.313], [-2.790, -1.247, -0.015], [-3.099, -2.277, -0.921], [-3.932, 0.316, 2.065], [-2.621, -0.226, 4.440], [-1.782, -1.607, 3.829], [-3.549, -1.662, 3.995], [-1.863, 0.047, 2.095], [-3.405, -2.542, 1.491], [-1.752, -2.283, 1.438], [-2.392, -3.110, -0.842], [-3.084, -1.944, -1.960], [-4.125, -2.620, -0.740], [-4.760, -0.256, 2.218], [-3.968, 0.578, 1.084], [4.448, -6.393, -2.985], [2.984, -6.669, -2.679], [2.708, -6.880, -1.177], [3.206, -5.787, -0.438], [3.294, -6.036, 0.943], [2.161, -5.549, -3.173], [5.086, -7.271, -2.860], [4.854, -5.651, -2.292], [4.549, -6.000, -3.994], [2.701, -7.623, -3.129], [3.008, -7.842, -0.748], [1.605, -6.861, -1.128], [2.309, -6.274, 1.364], [3.688, -5.129, 1.399], [3.971, -6.859, 1.201], [2.128, -4.861, -2.422], [1.200, -5.881, -3.213], [5.434, 4.079, -1.390], [5.900, 2.972, -2.340], [4.927, 1.829, -2.278], [5.325, 0.795, -3.162], [4.336, -0.229, -3.220], [5.956, 3.513, -3.698], [5.364, 3.674, -0.380], [4.477, 4.511, -1.686], [6.154, 4.900, -1.387], [6.894, 2.657, -1.998], [3.914, 2.180, -2.515], [4.899, 1.422, -1.254], [4.675, -0.864, -4.039], [3.387, 0.218, -3.517], [4.307, -0.806, -2.293], [6.376, 2.841, -4.333], [6.584, 4.309, -3.732], [1.322, 1.967, -0.316], [0.390, 1.178, -1.232], [0.964, -0.172, -1.629], [1.029, -1.011, -0.487], [1.686, -2.226, -0.713], [-0.904, 1.046, -0.579], [2.252, 2.197, -0.838], [1.612, 1.404, 0.571], [0.821, 2.892, -0.032], [0.288, 1.776, -2.143], [1.967, -0.084, -2.058], [0.305, -0.666, -2.359], [1.594, -2.527, -1.764], [1.293, -3.022, -0.078], [2.756, -2.163, -0.474], [-0.755, 0.682, 0.357], [-1.522, 0.354, -0.989], [-8.437, 0.152, -2.560], [-8.126, -0.377, -1.163], [-6.866, 0.278, -0.615], [-5.805, 0.122, -1.533], [-4.782, 1.111, -1.497], [-9.222, 0.014, -0.258], [-7.644, -0.115, -3.258], [-8.513, 1.240, -2.556], [-9.380, -0.271, -2.912], [-7.984, -1.459, -1.223], [-6.594, -0.231, 0.329], [-6.988, 1.336, -0.358], [-4.999, 1.774, -0.655], [-4.797, 1.713, -2.407], [-3.810, 0.639, -1.373], [-8.939, 0.029, 0.715], [-9.959, -0.679, -0.328], [2.113, -0.637, 2.908], [2.806, 0.088, 4.048], [3.769, 1.174, 3.568], [4.760, 0.668, 2.722], [5.538, 1.680, 2.138], [1.826, 0.633, 4.988], [2.786, -1.220, 2.280], [1.659, 0.092, 2.226], [1.295, -1.242, 3.294], [3.420, -0.640, 4.588], [4.221, 1.621, 4.469], [3.160, 1.973, 3.110], [6.062, 1.278, 1.270], [6.316, 2.032, 2.830], [4.946, 2.547, 1.830], [2.215, 0.648, 5.919], [1.511, 1.550, 4.700]]
}

No. 6
{
  "formula": "C5H7NO",
  "method": "wB97M-V/def2-TZVPD",
  "energy_ev": -8832.2363,
  "e_homo_ha": -0.2739,
  "relative_energy_ev": 3.967,
  "gap_ev": 7.9,
  "e_lumo_ev": 0.44,
  "charge": 0,
  "smiles": "CC1=C(/C=C\\[O-])[NH2+]1",
  "symbols": ["C", "C", "C", "N", "C", "C", "O", "H", "H", "H", "H", "H", "H", "H"],
  "xyz": [[-1.823, -0.828, 0.151], [-0.833, 0.242, 0.426], [0.369, 0.600, -0.001], [-0.625, 1.618, -0.365], [1.693, 0.348, -0.186], [2.041, -0.941, 0.344], [1.222, -1.727, 0.822], [-2.793, -0.650, 0.621], [-1.958, -1.009, -0.925], [-1.390, -1.741, 0.578], [-0.652, 2.486, 0.163], [-0.770, 1.757, -1.366], [2.403, 1.058, -0.589], [3.114, -1.212, 0.327]]
}